#i
Formula: C54H122N6O10
Source: the OMol25 dataset
Level of theory: ωB97M-V/def2-TZVPD

```
192
C54H122N6O10 | the OMol25 dataset | ωB97M-V/def2-TZVPD
C -7.39 3.95 3.03
C -6.79 2.59 2.52
C -5.35 2.81 2.13
C -6.78 1.59 3.67
C -6.38 0.18 3.32
C -7.20 -0.39 2.22
C -7.31 0.61 0.96
C -5.94 0.64 0.28
C -8.46 0.12 -0.04
N -7.66 1.97 1.43
O -7.97 2.94 0.39
H -6.67 4.77 2.95
H -8.25 4.42 2.56
H -7.80 4.04 4.03
H -5.43 3.06 1.07
H -4.95 3.70 2.62
H -4.64 2.00 2.29
H -6.14 1.89 4.51
H -7.78 1.48 4.08
H -5.35 0.20 2.94
H -6.30 -0.52 4.15
H -8.20 -0.56 2.61
H -6.90 -1.40 1.97
H -5.08 0.46 0.93
H -5.92 1.59 -0.26
H -5.75 -0.11 -0.49
H -8.44 -0.80 -0.62
H -8.58 0.88 -0.81
H -9.35 0.04 0.59
H -7.13 3.04 -0.06
C 3.24 -5.40 6.00
C 2.38 -4.24 5.74
C 0.93 -4.50 6.19
C 3.10 -3.10 6.59
C 2.69 -1.73 6.16
C 3.06 -1.57 4.66
C 2.28 -2.61 3.68
C 0.83 -2.19 3.66
C 2.97 -2.61 2.28
N 2.51 -3.94 4.24
O 1.83 -4.85 3.58
H 2.86 -6.18 5.34
H 4.33 -5.33 5.97
H 3.05 -5.83 6.99
H 0.98 -4.59 7.28
H 0.23 -3.70 5.94
H 0.51 -5.40 5.76
H 2.69 -3.06 7.60
H 4.19 -3.11 6.61
H 1.62 -1.55 6.21
H 3.28 -0.97 6.67
H 4.12 -1.66 4.41
H 2.81 -0.53 4.46
H 0.36 -2.03 4.63
H 0.15 -2.71 3.00
H 0.95 -1.25 3.11
H 2.44 -3.28 1.60
H 4.06 -2.61 2.34
H 2.79 -1.65 1.79
H 2.60 -5.19 3.12
C 1.40 -7.88 1.61
C 2.24 -7.96 0.31
C 3.68 -7.82 0.56
C 1.97 -9.47 -0.10
C 2.28 -9.82 -1.51
C 1.67 -8.85 -2.59
C 2.02 -7.36 -2.21
C 3.51 -7.03 -2.47
C 0.95 -6.68 -3.24
N 1.67 -7.14 -0.78
O 1.51 -5.79 -0.47
H 0.40 -8.31 1.53
H 1.88 -8.24 2.52
H 1.17 -6.82 1.71
H 3.93 -8.20 1.56
H 4.32 -8.20 -0.23
H 3.81 -6.75 0.74
H 2.48 -10.14 0.58
H 0.97 -9.84 0.11
H 3.36 -9.82 -1.68
H 1.80 -10.77 -1.75
H 0.59 -9.01 -2.64
H 1.92 -9.14 -3.61
H 3.68 -6.82 -3.52
H 4.22 -7.79 -2.17
H 3.71 -6.09 -1.95
H 0.66 -7.25 -4.13
H 1.10 -5.63 -3.50
H -0.03 -6.64 -2.77
H 0.57 -5.65 -0.54
C 5.52 6.61 3.78
C 4.08 6.60 3.19
C 3.31 7.79 3.71
C 4.27 6.67 1.67
C 3.08 6.50 0.76
C 2.39 5.20 1.19
C 2.25 4.77 2.68
C 0.98 5.41 3.38
C 2.09 3.21 2.70
N 3.47 5.23 3.42
O 3.49 4.82 4.70
H 5.90 7.63 3.70
H 5.53 6.35 4.84
H 6.27 6.09 3.19
H 3.00 7.55 4.72
H 3.93 8.69 3.78
H 2.41 8.09 3.18
H 4.81 7.58 1.40
H 4.89 5.85 1.31
H 2.41 7.29 1.10
H 3.16 6.78 -0.30
H 2.58 4.45 0.42
H 1.40 5.48 0.84
H 0.10 5.45 2.74
H 1.22 6.44 3.63
H 0.73 4.93 4.33
H 1.19 2.81 2.25
H 2.09 2.86 3.73
H 2.97 2.66 2.36
H 4.09 4.09 4.54
C -0.30 5.26 -5.30
C 1.05 4.80 -4.79
C 1.19 5.07 -3.27
C 1.15 3.23 -4.97
C 1.69 2.64 -6.25
C 2.98 3.42 -6.61
C 2.87 4.98 -6.64
C 4.23 5.74 -6.64
C 2.21 5.33 -7.95
N 2.15 5.52 -5.47
O 2.07 6.94 -5.51
H -0.41 6.30 -5.01
H -0.47 5.03 -6.35
H -1.04 4.57 -4.89
H 2.15 4.82 -2.81
H 0.88 6.01 -2.81
H 0.51 4.32 -2.87
H 1.60 2.83 -4.06
H 0.13 2.85 -5.06
H 2.07 1.66 -5.96
H 1.03 2.90 -7.08
H 3.27 3.15 -7.63
H 3.90 3.12 -6.09
H 4.07 6.80 -6.85
H 4.87 5.22 -7.35
H 4.79 5.50 -5.73
H 1.27 4.78 -7.98
H 2.76 4.99 -8.83
H 1.97 6.40 -7.94
H 2.69 7.23 -4.84
C -0.85 -2.27 -1.47
C -1.55 -1.19 -0.48
C -2.78 -1.75 0.36
C -0.52 -0.68 0.51
C 0.53 0.24 -0.14
C -0.31 1.45 -0.62
C -1.42 1.15 -1.60
C -2.30 2.43 -1.58
C -0.82 1.01 -3.11
N -2.19 -0.05 -1.20
O -3.08 -0.38 -2.17
H -0.34 -1.69 -2.24
H 0.00 -2.91 -1.22
H -1.63 -2.89 -1.91
H -3.54 -2.10 -0.33
H -2.61 -2.71 0.87
H -3.20 -1.08 1.10
H -0.96 -0.19 1.38
H -0.12 -1.60 0.93
H 1.27 0.67 0.53
H 1.13 -0.11 -0.98
H 0.38 2.04 -1.23
H -0.67 2.00 0.25
H -2.85 2.65 -0.66
H -3.12 2.29 -2.29
H -1.73 3.30 -1.88
H 0.18 1.41 -3.26
H -1.33 1.55 -3.90
H -0.59 0.00 -3.45
H -3.81 -0.70 -1.63
O -3.53 1.75 -6.68
H -3.17 2.37 -7.33
H -2.79 1.19 -6.45
O -2.13 -5.65 -2.01
H -1.57 -4.94 -2.31
H -3.01 -5.28 -2.01
O -2.50 -0.58 -5.49
H -3.01 -0.46 -4.69
H -2.33 -1.52 -5.53
O -4.89 -4.44 -1.59
H -5.65 -4.95 -1.87
H -5.00 -3.59 -2.02
```

The value obtained for the HOMO energy is -7.97 eV. Its frontier orbital gap is 7.9 eV.

#ii
Formula: C54H122N6O10
Source: the OMol25 dataset
Level of theory: ωB97M-V/def2-TZVPD

```
192
C54H122N6O10 | the OMol25 dataset | ωB97M-V/def2-TZVPD
C -5.29 -0.24 -0.03
C -5.74 -0.32 -1.48
C -7.08 0.41 -1.58
C -4.59 0.31 -2.26
C -4.51 -0.20 -3.68
C -4.36 -1.70 -3.73
C -5.59 -2.35 -3.08
C -6.85 -2.22 -4.02
C -5.43 -3.92 -2.94
N -5.88 -1.79 -1.78
O -6.82 -2.46 -0.98
H -4.38 -0.80 0.16
H -5.06 0.79 0.25
H -6.10 -0.57 0.62
H -7.05 1.47 -1.32
H -7.47 0.40 -2.60
H -7.79 -0.03 -0.88
H -4.71 1.39 -2.25
H -3.61 0.31 -1.79
H -5.30 0.05 -4.38
H -3.67 0.24 -4.22
H -3.40 -1.90 -3.26
H -4.24 -2.04 -4.76
H -6.73 -2.58 -5.04
H -7.21 -1.20 -4.18
H -7.70 -2.76 -3.61
H -4.58 -4.08 -2.28
H -5.27 -4.40 -3.90
H -6.39 -4.31 -2.58
H -7.65 -2.23 -1.39
C -2.10 3.07 3.80
C -1.78 4.06 2.66
C -0.30 4.38 2.74
C -1.96 3.41 1.31
C -3.43 3.50 0.66
C -4.01 4.96 0.66
C -3.96 5.56 2.11
C -4.30 7.05 1.90
C -5.00 4.88 3.05
N -2.64 5.27 2.75
O -2.47 6.01 3.85
H -1.91 3.57 4.75
H -3.14 2.77 3.90
H -1.50 2.16 3.81
H 0.37 3.55 2.50
H -0.13 5.15 1.99
H 0.06 4.80 3.68
H -1.36 3.96 0.58
H -1.56 2.40 1.31
H -3.46 3.06 -0.34
H -4.08 2.85 1.25
H -4.98 5.01 0.17
H -3.39 5.58 0.02
H -3.68 7.40 1.07
H -4.13 7.69 2.76
H -5.34 7.23 1.64
H -5.02 5.21 4.09
H -5.10 3.79 3.07
H -5.97 5.18 2.65
H -1.95 6.76 3.55
C 2.49 0.97 0.81
C 1.87 1.34 -0.60
C 1.65 2.86 -0.68
C 3.00 0.90 -1.59
C 2.46 0.83 -3.09
C 1.23 -0.05 -3.13
C 0.11 0.28 -2.13
C -0.53 1.55 -2.70
C -0.83 -0.94 -2.11
N 0.76 0.44 -0.80
O -0.18 0.70 0.14
H 2.53 -0.11 0.95
H 3.49 1.38 0.90
H 1.86 1.32 1.63
H 2.41 3.45 -0.16
H 1.74 3.26 -1.69
H 0.71 3.22 -0.28
H 3.82 1.60 -1.43
H 3.34 -0.11 -1.36
H 2.35 1.83 -3.52
H 3.25 0.35 -3.67
H 1.54 -1.09 -3.03
H 0.81 0.01 -4.13
H 0.25 2.25 -3.00
H -1.20 2.02 -1.98
H -1.18 1.32 -3.54
H -1.37 -1.14 -3.04
H -1.62 -0.89 -1.35
H -0.30 -1.85 -1.85
H -0.02 -0.06 0.71
C 8.40 -2.62 -5.35
C 7.11 -3.30 -4.80
C 7.66 -4.61 -4.20
C 6.52 -2.55 -3.61
C 5.70 -1.36 -3.88
C 4.57 -1.69 -4.91
C 5.13 -2.52 -6.12
C 3.84 -3.14 -6.90
C 5.90 -1.61 -7.11
N 6.03 -3.61 -5.68
O 6.36 -4.58 -6.61
H 8.71 -2.99 -6.33
H 8.29 -1.54 -5.46
H 9.28 -2.71 -4.71
H 8.25 -5.09 -4.99
H 8.29 -4.54 -3.32
H 6.81 -5.26 -3.97
H 5.81 -3.25 -3.17
H 7.19 -2.24 -2.81
H 5.36 -0.80 -3.00
H 6.26 -0.58 -4.40
H 3.97 -0.85 -5.24
H 3.77 -2.27 -4.45
H 3.06 -2.44 -7.18
H 3.44 -3.87 -6.20
H 4.19 -3.65 -7.80
H 6.54 -2.17 -7.80
H 6.50 -0.84 -6.62
H 5.27 -1.03 -7.78
H 5.70 -5.25 -6.41
C -3.10 -5.23 0.04
C -2.17 -4.49 1.14
C -0.68 -4.63 0.69
C -2.49 -2.98 0.91
C -1.91 -2.02 1.97
C -2.31 -2.52 3.37
C -2.02 -4.10 3.62
C -0.56 -4.44 3.90
C -2.80 -4.40 4.92
N -2.56 -4.89 2.51
O -2.62 -6.28 2.82
H -4.15 -5.02 0.22
H -2.84 -4.96 -0.98
H -2.92 -6.31 0.06
H 0.01 -4.09 1.33
H -0.33 -5.67 0.72
H -0.56 -4.28 -0.34
H -1.92 -2.61 0.06
H -3.55 -2.74 0.96
H -0.82 -1.95 1.93
H -2.25 -1.01 1.77
H -3.37 -2.28 3.42
H -1.67 -1.91 4.02
H -0.30 -5.50 3.88
H -0.24 -4.22 4.92
H 0.15 -3.88 3.28
H -2.57 -5.35 5.41
H -3.89 -4.47 4.89
H -2.56 -3.61 5.63
H -3.56 -6.46 2.76
C 1.40 -0.68 4.40
C 1.89 -0.51 5.88
C 0.70 -1.02 6.76
C 3.07 -1.46 6.11
C 4.35 -0.92 5.43
C 4.68 0.57 5.89
C 3.53 1.53 5.77
C 3.82 2.75 6.71
C 3.40 2.12 4.31
N 2.29 0.83 6.23
O 1.22 1.76 6.23
H 0.85 -1.62 4.32
H 0.73 0.15 4.17
H 2.17 -0.70 3.64
H 0.52 -2.08 6.56
H 0.94 -0.92 7.82
H -0.21 -0.45 6.62
H 3.14 -1.47 7.20
H 2.87 -2.49 5.84
H 5.18 -1.56 5.72
H 4.24 -0.98 4.35
H 5.57 0.95 5.40
H 5.14 0.41 6.87
H 4.66 3.31 6.30
H 4.14 2.37 7.68
H 3.00 3.46 6.84
H 4.21 2.43 3.65
H 2.77 3.01 4.33
H 2.73 1.53 3.68
H 0.96 1.78 7.15
O 3.40 4.95 -3.57
H 3.67 5.43 -4.36
H 3.51 4.03 -3.80
O 0.40 5.37 -3.93
H -0.20 5.07 -3.24
H 1.27 5.20 -3.57
O 2.66 6.07 -0.71
H 2.93 5.66 -1.54
H 3.40 6.62 -0.47
O -1.15 4.93 -1.83
H -0.90 5.54 -1.14
H -2.09 5.07 -1.95
```

The value obtained for the HOMO energy is -7.69 eV. Its frontier orbital gap is 7.9 eV.

Short version: #ii, #i, most stable first.

#i
Formula: C4H9O
Source: the OMol25 dataset
Level of theory: ωB97M-V/def2-TZVPD

```
14
C4H9O | the OMol25 dataset | ωB97M-V/def2-TZVPD
C -1.09 -0.20 -0.10
O -1.66 0.42 -1.10
C 0.07 -1.26 -0.37
C 0.34 0.07 0.31
C 0.70 -0.01 1.75
H -1.69 -0.52 0.76
H 5.62 4.50 -3.13
H 0.26 -1.27 -1.43
H 0.20 -2.15 0.22
H 5.52 4.18 -2.44
H 0.83 0.86 -0.25
H 0.05 -0.72 2.29
H 0.60 0.94 2.27
H 1.72 -0.38 1.94
```

The value obtained for the HOMO energy is -1.75 eV. The net charge is -1. Its frontier orbital gap is 5.9 eV.

#ii
Formula: C4H9O
Source: the OMol25 dataset
Level of theory: ωB97M-V/def2-TZVPD

```
14
C4H9O | the OMol25 dataset | ωB97M-V/def2-TZVPD
C -0.88 0.78 2.29
O -1.57 1.20 1.22
H -1.44 0.38 3.19
H -0.19 -0.11 2.17
H -0.15 1.56 2.65
C 0.30 -0.87 -0.23
C 0.23 0.01 -1.44
C 0.90 -0.14 -2.57
H 1.11 -0.65 0.46
H -0.64 -0.84 0.33
H 0.45 -1.88 -0.60
H -0.46 0.84 -1.27
H 0.71 0.61 -3.35
H 1.62 -0.90 -2.84
```

The value obtained for the HOMO energy is -2.17 eV. The net charge is -1. Its frontier orbital gap is 6.1 eV.

Short version: #ii, #i, most stable first.

#i
Formula: C2HCl4NO2
Source: the OMol25 dataset
Level of theory: ωB97M-V/def2-TZVPD

```
10
C2HCl4NO2 | the OMol25 dataset | ωB97M-V/def2-TZVPD
C 0.76 0.29 0.32
C 0.26 -0.02 1.69
N -1.18 -0.49 -2.77
O -0.28 -1.31 -2.85
O -1.18 0.61 -2.34
Cl 0.04 1.52 -0.63
Cl -1.54 0.26 1.66
Cl 0.54 -1.79 2.04
Cl 0.96 1.14 2.86
H 1.62 -0.20 0.01
```

The value obtained for the HOMO energy (alpha / beta) is -10.33 / -8.86 eV. Its frontier orbital gap (alpha / beta) is 9.3 / 7.0 eV.

#ii
Formula: C2HCl4NO2
Source: the OMol25 dataset
Level of theory: ωB97M-V/def2-TZVPD

```
10
C2HCl4NO2 | the OMol25 dataset | ωB97M-V/def2-TZVPD
C -1.19 0.31 0.31
C 0.08 0.58 -0.39
N 1.45 -1.34 -0.08
O 0.97 -2.44 0.12
O 2.52 -0.85 -0.14
Cl -1.02 0.34 2.03
Cl -2.40 1.58 -0.06
Cl 0.02 0.85 -2.10
Cl 1.20 1.65 0.31
H -1.61 -0.67 0.01
```

The value obtained for the HOMO energy (alpha / beta) is -10.11 / -9.32 eV. Its frontier orbital gap (alpha / beta) is 8.7 / 7.8 eV.

Short version: #ii, #i, most stable first.